# 1
48
Properties=species:S:1:pos:R:3 method="wB97M-V/def2-TZVPD" spin_multiplicity=7 charge=-1 homo_lumo_gap_ev="4.93 / 4.59"
Eu 1.030 0.088 -0.934
S 3.201 -1.927 -1.683
S -1.018 0.853 -2.662
S -1.794 3.617 -3.182
S 2.208 2.183 -2.302
S 0.922 4.731 -2.890
P -0.133 2.067 0.975
O -0.316 -0.779 0.531
O -1.211 6.164 -3.474
O 0.088 3.661 1.047
O 2.314 -0.014 0.769
O 0.410 1.569 2.394
O -1.711 2.027 1.276
O -0.139 -1.866 2.512
O 2.644 -1.893 2.010
N 1.727 -3.790 -0.266
N 0.558 -2.415 -1.802
C -0.614 -4.057 -0.474
C -2.708 1.809 0.281
C -0.537 2.488 -2.770
C -1.858 -2.748 -2.290
C -0.249 1.860 3.627
C -0.774 5.065 -3.280
C 1.935 -1.075 1.494
C -0.605 -3.084 -1.543
C 0.750 3.017 -2.629
C 1.411 4.168 0.835
C 0.512 -4.337 0.190
C 0.337 -1.277 1.579
C 1.669 -2.725 -1.193
C 0.603 -5.132 1.461
H 0.530 -4.469 2.325
H -1.886 -3.203 -3.290
H -2.578 0.832 -0.179
H 1.886 4.322 1.802
H 0.511 1.831 4.405
H 1.557 -5.664 1.520
H 1.323 5.118 0.312
H -1.005 1.100 3.817
H -3.664 1.864 0.794
H -1.980 -1.673 -2.430
H -0.203 -5.865 1.500
H 2.515 -3.766 0.362
H 2.010 3.491 0.224
H -2.737 -3.111 -1.753
H -0.713 2.847 3.607
H -1.552 -4.485 -0.139
H -2.667 2.585 -0.486

***

# 2
46
Properties=species:S:1:pos:R:3 method="wB97M-V/def2-TZVPD" charge=-1 homo_lumo_gap_ev=8.16
In 2.101 -0.314 0.547
Se 3.653 -1.204 -1.546
Se -0.042 -1.258 -0.660
S 0.906 -0.800 3.072
O 1.928 3.717 2.069
O 0.931 -1.097 4.479
O 1.020 -1.936 2.167
O 5.051 -1.040 -2.239
O 2.801 -2.339 -2.255
O 3.770 -1.494 0.092
O 1.878 1.988 0.681
O 2.774 0.178 -1.557
N 0.231 -1.351 -3.520
N 2.062 0.197 2.636
N 0.274 0.691 -2.782
C -1.047 0.805 1.811
C 0.158 -2.784 -3.534
C 1.969 1.550 3.052
C -1.769 -0.907 3.318
C 0.459 0.741 -4.129
C 1.941 2.524 1.831
C -0.750 -0.177 2.734
C -3.390 0.233 1.953
C 0.425 -0.535 -4.593
C 0.175 -0.596 -2.410
C 0.240 1.816 -1.895
C -2.364 1.008 1.431
C -3.081 -0.706 2.931
C -4.789 0.383 1.432
H 0.605 1.663 -4.655
H -1.506 -1.636 4.068
H -4.887 1.316 0.882
H -0.543 1.654 -1.153
H 1.024 -3.175 -2.991
H 0.178 -3.131 -4.564
H -3.867 -1.299 3.376
H -5.015 -0.442 0.756
H 1.195 1.920 -1.373
H 2.818 1.840 3.682
H -0.755 -3.116 -3.035
H -2.592 1.783 0.715
H 1.040 1.724 3.607
H 0.038 2.722 -2.459
H 0.534 -0.900 -5.594
H -5.517 0.370 2.241
H -0.265 1.411 1.381

***

# 3
38
Properties=species:S:1:pos:R:3 method="wB97M-V/def2-TZVPD" smiles="N[C@@H](Cc1c[nH]c2ccccc12)C(=O)N[C@@H](CO)C(=O)O" charge=0 homo_lumo_gap_ev=8.55
O -2.388 1.808 0.880
O -3.999 -1.017 -1.337
O -0.985 -2.537 -0.437
O -2.973 -3.198 0.408
N 1.850 -0.855 2.030
N -0.850 3.637 -0.772
N -1.475 0.060 -0.268
C 1.290 1.034 0.919
C 3.811 -1.796 -1.016
C 1.060 0.293 2.069
C -3.802 -0.630 0.027
C -0.445 2.239 -0.441
C 2.773 0.396 -1.168
C -2.180 -2.363 0.121
C -2.375 -0.888 0.468
C -1.511 1.357 0.145
C 2.455 -1.002 0.796
C 2.207 0.215 0.118
C 0.672 2.341 0.559
C 3.324 -2.029 0.318
C 3.550 -0.574 -1.712
H 3.990 -0.418 -2.680
H 3.572 -2.894 0.892
H 1.461 2.932 0.060
H -1.464 4.004 -0.061
H 1.839 -1.556 2.785
H 2.553 1.317 -1.709
H -3.307 -0.659 -1.827
H 0.396 0.500 2.899
H -2.184 -0.763 1.558
H -1.402 3.582 -1.615
H -0.883 -3.514 -0.580
H -4.030 0.438 0.189
H -0.096 1.786 -1.367
H -0.666 -0.375 -0.798
H -4.552 -1.223 0.586
H 0.404 2.951 1.418
H 4.361 -2.598 -1.459

***

# 4
36
Properties=species:S:1:pos:R:3 method="wB97M-V/def2-TZVPD" smiles="CC1(C)SC(c2ccccc2N)=NN1C(=O)C1CC1" charge=0 homo_lumo_gap_ev=8.12
S 1.737 1.059 0.997
O 1.296 -0.471 -3.280
N 0.916 -0.349 3.583
N -0.336 0.075 -0.305
N 0.696 0.039 -1.217
C 2.779 -1.047 -0.606
C -0.958 -0.940 -2.938
C -2.061 1.005 1.974
C -0.709 0.579 2.156
C 2.820 1.420 -1.385
C 0.137 0.563 0.896
C -1.360 -1.687 -4.203
C 2.031 0.321 -0.684
C -2.524 0.672 4.377
C -1.209 0.134 4.469
C -2.925 1.089 3.090
C 0.365 -0.399 -2.485
C -0.321 0.129 3.406
C -1.832 -0.220 -3.969
H 3.314 1.071 -2.297
H -0.630 -1.687 -4.901
H -3.169 0.849 5.237
H 3.867 -0.806 -0.557
H -4.004 1.300 2.955
H -2.084 -2.494 -4.184
H 2.009 2.095 -1.731
H 2.640 -1.780 -1.426
H -1.386 0.581 -4.446
H 1.573 -0.247 2.738
H -2.954 -0.286 -3.850
H -0.848 -0.127 5.520
H 3.428 1.935 -0.649
H -2.446 1.083 1.014
H 1.276 -0.549 4.534
H 2.436 -1.455 0.362
H -1.565 -1.457 -2.195